81
Properties=species:S:1:pos:R:3:mulliken_spin:R:1 method="wB97M-V/def2-TZVPD" energy_ev=-98304.556 max_force_ev_per_a=2.30 spin_multiplicity=2 charge=+1
Yb 0.9020 -0.8971 -0.3113 1.006
C 1.9387 -3.1972 -0.4670 0.001
C 0.5879 -3.4130 -0.8276 0.007
C 0.3659 -2.8012 -2.0801 -0.008
C 1.5660 -2.1849 -2.4881 0.001
C 2.5459 -2.4054 -1.4827 -0.005
H 2.4653 -3.7376 0.3089 0.000
H -0.0874 -4.0967 -0.3325 0.000
H -0.5275 -2.9041 -2.6817 0.000
H 1.7574 -1.7643 -3.4677 0.000
H 3.6145 -2.2447 -1.6028 0.000
O 0.4421 2.3255 1.4334 0.000
C 0.1583 1.9642 0.3057 0.000
O 0.8572 1.0845 -0.3504 0.001
C -1.0688 2.4879 -0.3647 -0.001
C -1.5908 3.6996 0.0735 0.000
C -2.7548 4.1994 -0.4786 0.000
C -3.4139 3.4762 -1.4609 0.000
C -2.9086 2.2630 -1.8928 0.000
C -1.7285 1.7573 -1.3551 0.002
P -0.9525 0.2259 -1.9909 -0.005
C -0.0097 1.0459 -3.3327 0.000
C -0.6989 1.6952 -4.3553 0.001
C -0.0098 2.3261 -5.3734 0.000
C 1.3754 2.3478 -5.3590 0.000
C 2.0672 1.7390 -4.3258 0.000
C 1.3801 1.0830 -3.3184 -0.001
C -2.3409 -0.5519 -2.8966 0.000
C -3.5103 -0.8096 -2.1823 -0.001
C -4.6119 -1.3590 -2.8106 0.000
C -4.5391 -1.6989 -4.1530 0.000
C -3.3607 -1.5032 -4.8541 0.000
C -2.2608 -0.9422 -4.2286 0.000
H -1.0631 4.2355 0.8469 0.000
H -3.1550 5.1424 -0.1387 0.000
H -4.3235 3.8557 -1.9013 0.000
H -3.4418 1.6996 -2.6440 0.000
H -1.7779 1.6981 -4.3579 0.000
H -0.5527 2.7980 -6.1784 0.000
H 1.9162 2.8462 -6.1473 0.000
H 3.1461 1.7730 -4.3095 0.000
H 1.9375 0.6141 -2.5058 0.001
H -3.5570 -0.5497 -1.1315 0.000
H -5.5302 -1.5088 -2.2614 0.000
H -5.3963 -2.1250 -4.6500 0.000
H -3.3028 -1.7749 -5.8979 0.000
H -1.3472 -0.7931 -4.7850 0.000
C 1.5924 -2.8226 6.6750 0.000
C 0.8447 -3.5437 5.7596 0.000
C 0.6553 -3.0554 4.4804 0.000
C 1.2223 -1.8402 4.1134 0.000
C 1.9907 -1.1226 5.0260 0.000
C 2.1662 -1.6173 6.3050 0.000
P 0.9247 -1.2353 2.4194 0.003
C 2.5072 -0.2972 2.1716 -0.002
C 2.7679 1.0520 2.3926 0.000
C 4.0170 1.5696 2.0779 0.000
C 5.0244 0.7509 1.5949 0.000
C 4.7976 -0.6093 1.4444 0.001
C 3.5441 -1.1284 1.7153 -0.001
C -0.4870 -0.0859 2.6569 -0.001
C -0.6307 0.8157 3.7061 0.000
C -1.7457 1.6346 3.7651 0.000
C -2.7262 1.5556 2.7903 0.000
C -2.6161 0.6260 1.7689 0.000
C -1.5067 -0.1985 1.7043 -0.001
H 1.7327 -3.2037 7.6744 0.000
H 0.4224 -4.4951 6.0401 0.000
H 0.0709 -3.6147 3.7620 0.000
H 2.4569 -0.1911 4.7370 0.000
H 2.7661 -1.0708 7.0148 0.000
H 1.9968 1.7061 2.7677 0.000
H 4.2000 2.6238 2.2192 0.000
H 5.9917 1.1642 1.3550 0.000
H 5.5956 -1.2654 1.1296 0.000
H 3.3841 -2.2016 1.6691 0.000
H 0.1282 0.8711 4.4721 0.000
H -1.8437 2.3452 4.5712 0.000
H -3.5872 2.2052 2.8227 0.000
H -3.4022 0.5490 1.0330 0.000
H -1.4541 -0.9896 0.9332 0.000